Entry 1:
C54H48Cl2CsF5O3P2Si | ωB97M-V with the def2-TZVPD basis set

Results
net charge	-2
Kohn-Sham gap	5.06	eV
HOMO level	-1.42	eV
max |F|	0.7	eV Å⁻¹

Positions of all 116 atoms, in Å:
Cs 1.439 -0.063 -1.459
C 2.030 -3.708 -1.340
C 2.981 -3.154 -0.458
C 3.771 -2.238 -1.189
C 3.325 -2.241 -2.530
C 2.232 -3.133 -2.615
C 1.439 -3.494 -3.841
C 3.809 -1.316 -3.613
C 4.821 -1.335 -0.605
C 3.259 -3.563 0.962
C 1.057 -4.819 -1.064
H 1.545 -4.556 -4.103
H 1.757 -2.913 -4.710
H 0.365 -3.311 -3.710
H 4.902 -1.249 -3.621
H 3.454 -0.274 -3.567
H 3.517 -1.682 -4.601
H 5.738 -1.868 -0.316
H 4.470 -0.820 0.300
H 5.113 -0.557 -1.316
H 4.239 -4.049 1.058
H 2.514 -4.271 1.332
H 3.273 -2.709 1.651
H 1.314 -5.731 -1.619
H 0.032 -4.554 -1.351
H 1.024 -5.081 -0.005
C -2.968 2.974 1.007
Si -2.747 1.087 0.934
C -2.079 0.510 2.671
C -3.034 0.000 3.560
C -2.722 -0.467 4.829
C -1.410 -0.431 5.263
C -0.434 0.072 4.415
C -0.738 0.535 3.131
P 0.651 1.103 2.052
C 0.352 2.909 1.973
C -0.213 3.638 3.018
C -0.375 5.011 2.907
C 0.024 5.670 1.749
C 0.577 4.952 0.698
C 0.734 3.576 0.811
C 2.101 1.019 3.182
C 2.751 2.109 3.755
C 3.924 1.933 4.483
C 4.462 0.666 4.654
C 3.826 -0.429 4.081
C 2.669 -0.249 3.344
C -4.645 0.466 0.999
C -5.853 0.961 1.496
C -7.046 0.289 1.246
C -7.046 -0.891 0.507
C -5.851 -1.409 0.023
C -4.654 -0.737 0.270
P -2.825 -0.846 -0.281
C -3.068 -1.362 -2.020
C -2.509 -2.533 -2.523
C -2.695 -2.887 -3.854
C -3.426 -2.067 -4.699
C -3.972 -0.888 -4.210
C -3.801 -0.542 -2.878
C -2.218 -2.320 0.616
C -3.092 -3.362 0.929
C -2.674 -4.444 1.689
C -1.371 -4.498 2.165
C -0.491 -3.471 1.858
C -0.903 -2.397 1.083
H -3.897 3.287 0.521
H -2.139 3.508 0.539
H -3.022 3.282 2.056
H -4.068 -0.052 3.246
H -3.506 -0.862 5.466
H -1.135 -0.789 6.249
H 0.586 0.099 4.771
H -0.536 3.121 3.915
H -0.822 5.569 3.722
H -0.109 6.741 1.660
H 0.872 5.449 -0.217
H 1.135 3.014 -0.025
H 2.347 3.105 3.628
H 4.421 2.795 4.912
H 5.379 0.533 5.215
H 4.247 -1.422 4.186
H 2.191 -1.103 2.873
H -5.873 1.885 2.067
H -7.985 0.691 1.613
H -7.985 -1.394 0.299
H -5.860 -2.318 -0.575
H -1.910 -3.165 -1.877
H -2.242 -3.796 -4.230
H -3.552 -2.333 -5.742
H -4.523 -0.228 -4.868
H -4.236 0.376 -2.496
H -4.117 -3.320 0.584
H -3.371 -5.242 1.916
H -1.040 -5.337 2.766
H 0.533 -3.507 2.209
H -0.191 -1.611 0.853
O -1.173 -0.182 -0.680
O -1.245 1.137 -0.072
Cl -0.211 -0.335 -4.380
C -0.623 1.330 -3.917
Cl -1.569 2.136 -5.189
H 0.293 1.900 -3.757
H -1.232 1.289 -3.018
F 5.481 6.778 -3.086
C 4.652 5.706 -3.078
C 3.305 5.853 -2.811
F 2.816 7.086 -2.556
C 2.462 4.762 -2.805
F 1.150 4.973 -2.544
C 2.889 3.428 -3.057
O 2.111 2.426 -3.041
C 4.286 3.344 -3.327
F 4.810 2.128 -3.584
C 5.130 4.432 -3.337
F 6.444 4.272 -3.601

Entry 2:
C54H48F3N3O6ReS4Si | ωB97M-V with the def2-TZVPD basis set

Results
net charge	0
Kohn-Sham gap (alpha / beta)	6.09 / 5.06	eV
HOMO level (alpha / beta)	-7.26 / -7.29	eV
multiplicity	4
max |F|	3.4	eV Å⁻¹

Positions of all 120 atoms, in Å:
Re -0.447 -0.258 1.122
C 5.807 0.473 -1.324
Si 5.020 0.268 0.374
C 5.152 -1.533 0.833
C 6.070 1.246 1.593
C 3.305 1.098 0.322
C 3.302 2.450 -0.022
C 2.125 3.195 -0.091
C 0.938 2.542 0.192
N 0.895 1.235 0.550
C 2.055 0.521 0.603
S 1.850 -1.134 1.074
H 6.810 0.043 -1.320
H 5.886 1.529 -1.596
H 5.212 -0.038 -2.081
H 6.203 -1.834 0.814
H 4.617 -2.174 0.129
H 4.776 -1.725 1.839
H 7.077 0.829 1.632
H 5.635 1.199 2.594
H 6.143 2.295 1.294
H 4.234 2.960 -0.244
H 2.131 4.243 -0.354
H -0.018 3.052 0.180
C -3.849 5.219 -4.591
C -3.295 4.155 -3.682
C -2.681 4.481 -2.480
C -2.170 3.489 -1.650
C -2.253 2.161 -2.029
C -2.864 1.824 -3.229
C -3.374 2.812 -4.054
S -1.636 0.816 -0.928
O -2.582 -0.275 -1.261
C -0.128 0.583 -2.019
C 0.860 1.571 -1.958
C 2.015 1.496 -2.663
C 2.289 0.364 -3.451
C 3.503 0.266 -4.165
C 3.797 -0.851 -4.895
C 2.881 -1.920 -4.924
C 1.698 -1.830 -4.242
C 1.341 -0.678 -3.498
C 0.094 -0.541 -2.800
C -0.858 -1.677 -2.968
C -1.424 -1.888 -4.259
C -1.325 -0.934 -5.303
C -1.848 -1.169 -6.544
C -2.509 -2.386 -6.815
C -2.630 -3.326 -5.832
C -2.098 -3.098 -4.542
C -2.209 -4.077 -3.538
C -1.727 -3.841 -2.286
C -1.103 -2.617 -1.972
S -0.671 -2.320 -0.238
O 0.439 -3.243 0.083
C -2.109 -3.088 0.546
C -3.404 -2.926 0.076
C -4.477 -3.445 0.780
C -4.280 -4.135 1.974
C -5.454 -4.634 2.770
C -2.980 -4.286 2.445
C -1.907 -3.770 1.733
H -3.942 6.174 -4.074
H -4.842 4.940 -4.944
H -3.195 5.356 -5.454
H -2.610 5.518 -2.174
H -1.720 3.770 -0.704
H -2.960 0.784 -3.519
H -3.848 2.528 -4.986
H 0.700 2.438 -1.292
H 2.736 2.302 -2.591
H 4.221 1.076 -4.130
H 4.734 -0.919 -5.434
H 3.110 -2.819 -5.482
H 1.036 -2.686 -4.281
H -0.826 0.013 -5.131
H -1.750 -0.420 -7.319
H -2.918 -2.575 -7.800
H -3.137 -4.258 -6.053
H -2.697 -5.023 -3.743
H -1.842 -4.603 -1.526
H -3.602 -2.381 -0.837
H -5.479 -3.292 0.397
H -6.257 -4.968 2.112
H -5.838 -3.839 3.412
H -5.173 -5.480 3.397
H -2.794 -4.801 3.380
H -0.905 -3.895 2.125
N -0.282 -1.288 3.076
C 0.688 -0.971 4.147
C 0.819 -1.880 5.193
C 1.663 -1.613 6.261
C 2.366 -0.418 6.297
C 2.222 0.500 5.273
C 1.366 0.226 4.217
S 3.507 -0.065 7.652
O 4.598 0.628 6.987
O 3.840 -1.381 8.166
O 2.696 0.756 8.533
H -0.182 -2.293 2.922
H -1.219 -1.301 3.490
H 0.266 -2.815 5.183
H 1.781 -2.324 7.068
H 2.782 1.426 5.307
H 1.264 0.938 3.434
F -2.059 5.687 4.714
C -2.121 4.471 5.286
F -3.374 4.318 5.742
F -1.318 4.505 6.357
C -1.719 3.387 4.324
C -0.455 3.400 3.759
C -0.109 2.400 2.882
N -0.936 1.382 2.526
C -2.155 1.403 3.092
C -2.582 2.371 3.984
H 0.258 4.179 3.997
H 0.865 2.395 2.434
H -2.807 0.591 2.800
H -3.579 2.318 4.397
O -2.141 -0.637 1.445